(1)
This record from the OMol25 dataset describes a cluster of 3 separate species, C33H58F13N3O9P in total. The level of theory is the ωB97M-V functional and the def2-TZVPD basis.

Cartesian coordinates (Å):
C  -0.47833  -0.14657  6.47778
C  -1.01933  -0.86111  5.24196
C  -0.20638  -0.56530  3.97092
C  -1.09695  -0.43339  2.72584
C  -0.21418  -0.27090  1.47810
C  -0.85606  -0.15355  0.06899
O  -1.68200  0.97246  -0.04803
C  -2.92694  1.13270  0.64651
C  -2.88283  2.42655  1.47045
C  -3.23483  3.66935  0.64271
O  -3.80271  2.26149  2.55498
C  -1.64056  -1.51725  -0.13204
C  -2.77429  -1.68803  -1.20539
F  -2.33738  -2.51977  -2.19997
F  -3.11724  -0.51922  -1.76803
C  -4.12694  -2.26387  -0.72750
F  -4.05345  -3.59666  -0.58936
F  -4.42061  -1.73692  0.48139
N  -0.68189  -2.69027  -0.15964
C  -0.69190  -3.53593  1.12301
C  -2.04166  -4.18253  1.35655
N  -2.18865  -5.21879  0.34411
C  0.78798  -2.46902  -0.63561
F  1.57754  -2.95340  0.37491
C  1.31865  -1.07440  -1.10241
C  2.56140  -0.69923  -0.20102
O  2.50962  -0.64171  0.98556
N  3.77323  -0.35812  -0.89387
C  4.64284  0.47055  -0.13939
O  5.71144  0.17732  0.22828
F  4.09272  1.67092  0.06480
P  2.11031  -1.40694  -2.87418
C  3.12047  -2.90513  -2.39872
C  0.79329  -2.34098  -3.78770
C  0.23425  0.09044  -1.08495
C  -0.55586  0.14209  -2.40573
O  0.23036  0.69106  -3.46007
C  -0.49148  1.07192  -4.54239
F  0.34378  1.38323  -5.51202
F  -1.27811  2.12323  -4.27371
F  -1.31003  0.08350  -4.96522
C  0.91125  1.50324  -0.91712
F  2.01532  1.49750  -1.68986
F  1.35143  1.67226  0.34565
C  0.06302  2.78590  -1.29486
F  0.17838  3.66768  -0.28811
F  0.58793  3.33857  -2.39352
H  -0.52187  0.93920  6.35062
H  -1.07694  -0.39148  7.35934
H  0.55389  -0.43137  6.69587
H  -1.04956  -1.94042  5.42558
H  -2.05443  -0.53613  5.07555
H  0.56368  -1.32755  3.80291
H  0.31857  0.38836  4.10707
H  -1.75002  0.42223  2.88979
H  -1.73482  -1.32918  2.69465
H  0.40682  0.60468  1.65141
H  0.49437  -1.09865  1.49391
H  -3.18705  0.29438  1.28908
H  -3.70862  1.20899  -0.11687
H  -1.86160  2.53289  1.85574
H  -3.63912  3.40005  -0.33659
H  -3.97290  4.27340  1.17489
H  -2.35023  4.29214  0.48257
H  -3.34313  2.36759  3.39304
H  -2.17887  -1.61027  0.80955
H  -4.89794  -2.00660  -1.45744
H  -1.07195  -3.35928  -0.83806
H  -0.33470  -2.94591  1.96006
H  0.00062  -4.35009  0.92066
H  -2.03246  -4.54177  2.39597
H  -2.87448  -3.48097  1.29249
H  -3.12424  -5.60090  0.30068
H  -1.53756  -5.97840  0.50577
H  0.90444  -3.20423  -1.42888
H  4.32654  -1.20202  -1.04318
H  3.33410  -2.95510  -1.32873
H  2.62301  -3.84320  -2.65272
H  4.07220  -2.83978  -2.93426
H  0.38872  -1.72210  -4.59007
H  1.24360  -3.22990  -4.23345
H  -0.05358  -2.69033  -3.19027
H  -1.43706  0.76116  -2.26481
H  -0.88677  -0.84873  -2.69929
H  -0.99260  2.59313  -1.45470
C  6.43446  -2.20752  -5.05903
O  6.08242  -3.37465  -4.33157
C  6.25815  -4.57572  -5.07153
C  7.53363  -5.29459  -4.69192
O  8.68144  -4.55098  -5.05095
C  9.29377  -3.87493  -3.96795
H  6.45124  -1.37755  -4.35394
H  7.41975  -2.30595  -5.51792
H  5.69519  -1.99432  -5.83850
H  6.25773  -4.36254  -6.14473
H  5.40538  -5.22765  -4.85534
H  7.57123  -6.24722  -5.22895
H  7.53450  -5.51116  -3.61818
H  9.78665  -4.58248  -3.29325
H  8.57044  -3.28441  -3.39943
H  10.04587  -3.21015  -4.38781
C  -6.18607  8.05282  4.93100
O  -4.77731  8.12355  5.05499
C  -4.14683  6.86343  5.17334
C  -3.51800  6.42567  3.86871
O  -4.48903  6.17928  2.86507
C  -4.61744  7.23688  1.93031
H  -6.53665  9.05082  4.67564
H  -6.48745  7.35435  4.14619
H  -6.64712  7.74908  5.87664
H  -4.86065  6.10550  5.51364
H  -3.36112  6.95342  5.93000
H  -2.96966  5.49162  4.03622
H  -2.80210  7.18184  3.53088
H  -3.74345  7.28537  1.27086
H  -4.74041  8.20057  2.42875
H  -5.50126  7.03081  1.32882

HOMO: -0.3940 hartree
Total charge: +1
Orbital gap: 0.3106 hartree
Multiplicity: 1

(2)
This record from the OMol25 dataset describes a structure of composition C33H58N10O2Re. The level of theory is the ωB97M-V functional and the def2-TZVPD basis.

Cartesian coordinates (Å):
Re  0.61873  0.32683  0.19430
C  0.78133  -3.15022  -3.45478
N  1.92177  -2.29460  -3.21620
C  3.12063  -2.70352  -3.92057
C  1.92447  -1.20917  -2.40002
N  1.27623  -1.21214  -1.22833
C  1.26567  -2.48520  -0.51149
C  -0.10198  -2.82012  0.09031
N  -0.55138  -1.75808  0.98165
C  -2.00113  -1.62528  1.08920
C  -2.48603  -0.35997  0.34798
N  -1.61981  0.79763  0.52934
C  -2.10775  1.87263  1.12152
N  -1.46991  3.07503  0.95247
C  -1.43454  4.03445  2.03854
C  -1.35763  3.68335  -0.35512
N  -3.23233  1.89894  1.88810
C  -3.63535  0.95389  2.90479
C  -4.15594  3.01369  1.80238
C  0.14829  -1.77395  2.25992
C  0.05535  -0.45709  3.03431
N  0.49321  0.76527  2.35109
C  0.93857  1.70909  3.16806
N  1.44631  2.89029  2.77228
C  1.62372  3.98056  3.71102
C  2.11505  3.12429  1.51974
N  0.85342  1.55389  4.53952
C  -0.38628  1.40258  5.26217
C  2.06265  1.59579  5.33502
N  2.60696  -0.13694  -2.84922
C  2.68522  0.16375  -4.26278
C  3.54814  0.61242  -2.04610
H  0.63864  -3.24455  -4.53344
H  -0.10721  -2.70264  -3.02594
H  0.92471  -4.15721  -3.05173
H  3.31509  -3.75382  -3.68495
H  3.98005  -2.12293  -3.59430
H  3.01344  -2.60837  -5.00367
H  2.00996  -2.39912  0.29103
H  1.58185  -3.31119  -1.14533
H  -0.03153  -3.78077  0.61955
H  -0.83151  -2.93966  -0.71455
H  -2.29005  -1.60145  2.14104
H  -2.50185  -2.49618  0.65531
H  -3.51260  -0.14226  0.64567
H  -2.48429  -0.56694  -0.72499
H  -1.41418  3.51976  2.99701
H  -2.26833  4.74161  2.02685
H  -0.52211  4.61807  1.93229
H  -0.39010  4.16797  -0.45771
H  -2.13234  4.44631  -0.48594
H  -1.46539  2.92748  -1.12285
H  -2.87424  0.19917  3.05501
H  -4.58468  0.47360  2.65506
H  -3.77921  1.49222  3.84719
H  -3.92054  3.64610  0.95381
H  -4.16106  3.60939  2.71829
H  -5.16333  2.62007  1.65061
H  1.20227  -1.99361  2.08268
H  -0.24694  -2.56735  2.91469
H  0.67531  -0.60565  3.92268
H  -0.97809  -0.32168  3.37095
H  2.60138  3.95324  4.19343
H  0.84461  3.96609  4.46874
H  1.55271  4.92095  3.16526
H  1.96227  2.27138  0.85652
H  3.18727  3.23673  1.69286
H  1.73189  4.03147  1.05021
H  -1.22740  1.64464  4.61409
H  -0.38570  2.09970  6.10397
H  -0.52267  0.39564  5.67146
H  2.10579  0.70302  5.96297
H  2.10347  2.47025  5.98662
H  2.92625  1.58277  4.67580
H  1.89444  -0.34167  -4.80818
H  3.65340  -0.09772  -4.69638
H  2.53779  1.23583  -4.38637
H  4.56931  0.28462  -2.27337
H  3.35305  0.45358  -0.99057
H  3.47538  1.67088  -2.28111
C  4.49440  -1.20745  1.86845
C  3.46464  -0.08630  1.77162
O  3.45283  0.84526  2.55271
O  2.64393  -0.24799  0.78738
H  5.48931  -0.77780  1.95404
H  4.44352  -1.85087  0.99324
H  4.31153  -1.79187  2.76888
C  -2.27860  0.29184  -4.80425
C  -1.99791  -0.59160  -3.75583
C  -1.13964  -0.22616  -2.74995
C  -0.48702  1.02463  -2.72929
C  0.40472  1.43007  -1.67853
C  1.08457  2.62303  -1.86970
C  0.87991  3.45557  -2.98079
C  -0.03152  3.10764  -3.93789
C  -0.72935  1.88767  -3.83891
C  -1.64830  1.50412  -4.84065
H  -2.97146  -0.00028  -5.57915
H  -2.46796  -1.56579  -3.74648
H  -0.91420  -0.92502  -1.96042
H  1.79533  2.96097  -1.13172
H  1.43729  4.37802  -3.06415
H  -0.21346  3.74124  -4.79136
H  -1.83805  2.19277  -5.64886

HOMO (alpha / beta): -0.4623 / -0.4601 hartree
Total charge: +2
Orbital gap (alpha / beta): 0.2141 / 0.2223 hartree
Multiplicity: 2

(3)
This record from the OMol25 dataset describes a cluster of 5 separate species, C33H59BBr2FIN9O3 in total. The level of theory is the ωB97M-V functional and the def2-TZVPD basis.

Cartesian coordinates (Å):
C  -5.66662  -0.89851  0.51751
B  -4.30989  -0.05793  0.29372
O  -3.47189  0.00152  1.40549
C  -3.99447  0.59770  -1.18670
C  -3.32264  2.00432  -1.16768
C  -3.53664  2.78024  0.19176
C  -3.08082  4.29019  0.21745
N  -4.20214  5.27245  0.16255
N  -2.07026  4.69248  -0.74994
N  -2.49015  4.50787  1.56331
O  -3.75365  2.81248  -2.29368
C  -4.96319  3.30893  -2.18599
N  -6.01536  3.73814  -1.96282
O  -1.91410  1.80681  -1.18133
C  -1.42084  1.30362  -2.42493
C  -0.97606  2.42657  -3.46020
C  0.50834  2.90303  -3.25579
C  0.75262  3.56291  -1.84338
C  1.61105  1.83295  -3.61522
C  -2.30397  0.16549  -3.06831
I  -0.98502  -1.37963  -3.91875
N  -3.44610  -0.39834  -2.20713
C  -2.82007  -1.51524  -1.45675
Br  -1.15269  -1.24245  -0.41478
C  -3.22623  -2.80126  -1.31560
C  -2.43458  -3.87818  -0.51791
Br  -4.86090  -3.51316  -2.01904
C  -4.56495  -0.63612  -3.16759
C  -5.20052  0.55855  -3.94409
F  -4.26771  -1.53432  -4.18633
H  -5.63579  -1.49185  1.44941
H  -6.45875  -0.11064  0.66996
H  -5.98125  -1.46572  -0.38207
H  -3.89747  0.53983  2.09367
H  -5.07311  0.84033  -1.40102
H  -4.59278  2.74162  0.54086
H  -2.83800  2.27618  0.89434
H  -4.30936  5.61870  -0.78485
H  -5.04913  4.82562  0.50461
H  -1.39154  5.33552  -0.36376
H  -2.44716  5.04099  -1.62603
H  -1.48075  4.35889  1.52673
H  -2.70694  5.45010  1.87395
H  -0.43841  0.82704  -2.18553
H  -1.02147  1.97041  -4.48230
H  -1.61764  3.32728  -3.40853
H  0.65540  3.74161  -3.98123
H  0.25415  3.01680  -1.01895
H  1.83857  3.67775  -1.64507
H  0.34245  4.59919  -1.89618
H  2.34495  2.28668  -4.31137
H  2.16980  1.58891  -2.68883
H  1.16141  0.93659  -4.08468
H  -2.61166  0.59397  -4.03817
H  -1.40402  -3.98753  -0.92655
H  -2.42755  -3.56850  0.54878
H  -2.90672  -4.87480  -0.58766
H  -5.43059  -0.98591  -2.55872
H  -6.02405  1.01864  -3.34579
H  -5.69660  0.19435  -4.87056
H  -4.53191  1.38679  -4.23968
C  -1.04378  -1.07550  3.77033
C  -1.20141  -1.69957  5.15218
C  -1.54517  -0.66819  6.23010
C  -0.46435  0.33975  6.32649
N  0.37582  1.12338  6.40148
H  -0.21989  -0.35930  3.74585
H  -0.82637  -1.84448  3.02651
H  -1.95707  -0.55934  3.46696
H  -0.27584  -2.21590  5.41749
H  -1.99020  -2.45467  5.11597
H  -1.66061  -1.15778  7.19800
H  -2.48330  -0.16253  5.99338
C  4.90109  -2.00917  0.29237
C  5.27996  -0.55113  -0.01006
C  4.09420  0.28562  -0.50228
C  3.55388  -0.29279  -1.75369
N  3.13357  -0.74591  -2.72640
H  4.55549  -2.50122  -0.59864
H  5.76462  -2.54242  0.66176
H  4.11725  -2.05331  1.04784
H  6.07534  -0.54220  -0.76128
H  5.68681  -0.09329  0.89427
H  4.41132  1.31394  -0.69282
H  3.30576  0.30910  0.24680
C  6.47447  1.62366  4.23959
C  5.12401  2.10505  4.75976
C  4.07569  0.98955  4.81885
C  3.84223  0.43665  3.46595
N  3.66072  0.00598  2.41278
H  6.40277  1.25775  3.21305
H  7.19600  2.44168  4.24222
H  6.87113  0.81954  4.86382
H  4.76489  2.91514  4.12004
H  5.25534  2.52093  5.76079
H  3.13282  1.37761  5.20871
H  4.40827  0.18540  5.47779
C  5.76099  -6.25277  -2.80765
C  5.55798  -7.11938  -1.56949
C  4.36277  -6.67493  -0.72051
C  4.56176  -5.28675  -0.24432
N  4.72537  -4.20243  0.12023
H  5.98111  -5.21709  -2.54163
H  6.60213  -6.62206  -3.39570
H  4.87222  -6.26265  -3.44341
H  6.46824  -7.09546  -0.96559
H  5.40642  -8.15540  -1.88061
H  4.25017  -7.33120  0.14383
H  3.44078  -6.72188  -1.30375

HOMO: -0.4201 hartree
Total charge: +1
Orbital gap: 0.3155 hartree
Multiplicity: 1

Values for largest force on an atom, eV/A, ordered as above
1.35 2.67 4.64